ORCA calculation (the ωB97M-V functional and the def2-TZVPD basis) on a molecular structure, C5H3N3 at a distorted geometry.

Properties
- max |F| (eV/Å) = 10.38
- 2S+1 = 1
- DFT total energy (eV) = -9698.9655
- gap between HOMO and LUMO (eV) = 6.57
- highest occupied orbital energy (eV) = -8.9

Each line ends with the natural charge from an NBO analysis.
Cartesian coordinates (Å):
C1 -1.7503 -0.2057 -0.3883  0.0587
C2 -0.7335 -0.7949 -1.0897  -0.3249
C3 0.4355 -0.1984 -0.4045  0.2062
C4 1.8700 0.5318 0.8979  0.3121
C5 -0.1934 0.6220 0.5852  0.3567
H1 -2.6905 -0.6525 -0.7518  0.2129
H2 -0.8497 -1.5254 -1.7189  0.2107
H3 2.8919 0.6064 1.4877  0.2272
N1 1.6751 -0.3556 -0.3221  -0.3859
N2 0.7834 1.2840 1.2310  -0.4661
N3 -1.4386 0.6883 0.4735  -0.4076

***

ORCA calculation (the ωB97M-V functional and the def2-TZVPD basis) on C2H3F3N2O in the gas phase at a distorted geometry.

Properties
- max |F| (eV/Å) = 4.19
- 2S+1 = 1
- DFT total energy (eV) = -15300.8049
- gap between HOMO and LUMO (eV) = 10.50
- highest occupied orbital energy (eV) = -9.8

Each line ends with the natural charge from an NBO analysis.
Cartesian coordinates (Å):
N1 -0.4315 1.4524 -0.4072  -0.7986
C1 -0.5267 0.1796 0.0224  0.2732
N2 -1.5582 -0.4432 0.5594  -0.0669
F1 -2.7128 0.2442 0.3732  -0.2536
C2 0.7522 -0.6377 0.2091  0.8722
O1 0.7073 -1.8543 -0.2310  -0.6284
F2 1.3279 -0.6112 1.4629  -0.3362
F3 1.7981 0.1006 -0.4699  -0.3993
H1 0.4271 1.8063 -0.8330  0.4268
H2 -1.2878 1.9785 -0.6777  0.4191
H3 1.5043 -2.2155 -0.0081  0.4917

***

ORCA calculation (the ωB97M-V functional and the def2-TZVPD basis) on a molecular structure, C30H81CrN12O15 at a distorted geometry.

Properties
- max |F| (eV/Å) = 3.36
- 2S+1 = 5
- DFT total energy (eV) = -109431.8910
- gap between HOMO and LUMO (alpha / beta) (eV) = 6.51 / 6.55
- highest occupied orbital energy (alpha / beta) (eV) = -10.3 / -10.3
- charge = +1

Each line ends with the Mulliken spin population.
Cartesian coordinates (Å):
Cr1 27.6500 18.6216 2.7445  4.0900
C1 31.5588 18.5041 1.4221  0.0042
C2 30.1411 18.3359 1.8819  -0.0189
O1 29.1508 18.3853 1.0973  0.0184
O2 29.8579 18.1884 3.1134  -0.1293
H1 31.7438 17.8217 0.5913  -0.0019
H2 32.2185 18.2036 2.2352  -0.0033
H3 31.7603 19.5170 1.0932  -0.0001
C3 28.0950 19.3084 6.0028  -0.0080
O3 27.9956 18.7866 4.8602  0.0843
N1 27.8212 18.6007 7.1287  0.0012
N2 28.4778 20.5966 6.1293  0.0018
H4 27.7530 17.6212 6.8916  -0.0007
H5 28.1215 18.9220 8.0292  -0.0003
H6 28.7050 21.0883 5.2885  0.0055
H7 28.6327 21.0091 7.0302  0.0004
C4 29.6018 20.2576 -1.3298  0.0075
O4 30.5050 19.8120 -0.5977  0.0028
N3 29.8879 20.9564 -2.4777  0.0002
N4 28.2605 20.0506 -1.0998  -0.0126
H8 30.8460 20.9769 -2.7791  0.0000
H9 29.1802 21.2750 -3.1131  0.0001
H10 28.0592 19.3962 -0.3582  0.0099
H11 27.6093 20.6903 -1.5067  -0.0007
C5 25.7033 19.0117 -0.0108  -0.0184
O5 26.4487 18.7177 0.9561  -0.0511
N5 25.3926 20.2954 -0.2810  0.0029
N6 25.1379 18.0528 -0.7585  -0.0001
H12 25.9070 21.0526 0.1248  0.0051
H13 24.6885 20.5186 -0.9619  0.0003
H14 24.5431 18.2161 -1.5522  -0.0007
H15 25.1745 17.0894 -0.4755  -0.0011
C6 31.3830 15.4185 5.0413  0.0001
O6 31.7460 14.6154 5.8974  0.0000
N7 31.9877 15.5988 3.8294  0.0017
N8 30.3168 16.2840 5.2548  -0.0017
H16 32.8592 15.1915 3.4942  -0.0002
H17 31.4988 16.1346 3.1404  -0.0018
H18 29.8471 16.2982 6.1379  0.0001
H19 30.0491 16.9942 4.5871  0.0097
C7 27.9297 15.5023 -0.8735  0.0013
O7 27.5005 15.6666 -2.2223  -0.0003
C8 28.5021 15.5103 -3.2105  0.0000
C9 27.8637 15.9829 -4.5281  0.0000
N9 27.0035 17.1437 -4.4908  0.0000
C10 27.7327 18.4109 -4.4871  0.0000
C11 26.7296 19.5743 -4.3243  0.0001
O8 27.3468 20.8213 -4.1153  -0.0001
C12 28.1370 21.2680 -5.1933  0.0000
H20 27.0164 15.6339 -0.2995  -0.0017
H21 28.6156 16.3244 -0.6394  0.0032
H22 28.4263 14.5353 -0.8107  0.0006
H23 28.8007 14.4603 -3.2275  0.0000
H24 29.4040 16.0891 -2.9713  0.0000
H25 27.2769 15.0987 -4.8116  0.0000
H26 28.5789 16.0330 -5.3503  0.0000
H27 26.4895 17.1191 -3.6151  0.0000
H28 28.2348 18.5320 -5.4462  0.0000
H29 28.4508 18.5090 -3.6635  -0.0001
H30 26.0269 19.3346 -3.5237  0.0000
H31 26.0968 19.5428 -5.2221  0.0000
H32 28.6240 22.1976 -4.8983  0.0000
H33 27.5451 21.4568 -6.0949  0.0000
H34 28.9178 20.5487 -5.4529  0.0000
C13 31.3672 21.1412 4.7457  -0.0071
O9 32.7310 21.2210 5.0649  0.0000
C14 33.4983 20.7340 3.9751  0.0002
C15 34.9145 20.4429 4.4666  0.0000
N10 35.0494 19.5229 5.5827  0.0000
C16 34.6790 18.1468 5.2263  -0.0002
C17 34.4584 17.2417 6.4399  0.0000
O10 33.5182 17.7365 7.3787  0.0000
C18 32.1885 17.4350 7.0102  0.0002
H35 31.0926 21.3687 3.7074  0.0012
H36 30.8369 21.8163 5.4134  0.0008
H37 31.0258 20.1050 4.8658  0.0055
H38 33.5772 21.4779 3.1749  0.0000
H39 33.1051 19.7889 3.5804  -0.0001
H40 35.4323 21.3789 4.6944  0.0000
H41 35.5064 20.1026 3.6079  0.0000
H42 34.2621 19.7848 6.1856  0.0000
H43 35.5838 17.6967 4.8060  0.0000
H44 33.7822 18.0444 4.6001  -0.0003
H45 35.3980 17.2924 6.9997  0.0000
H46 34.2976 16.2088 6.1245  0.0000
H47 32.0804 16.3683 6.7893  0.0000
H48 31.7859 18.0312 6.1778  0.0000
H49 31.5482 17.6857 7.8607  0.0000
C19 35.5219 14.8608 3.1844  0.0000
O11 34.3133 14.8427 2.4298  -0.0001
C20 34.4861 14.7866 1.0379  0.0001
C21 34.8383 13.3793 0.5092  0.0000
N11 33.8053 12.3388 0.6060  0.0000
C22 32.5417 12.6682 -0.0320  0.0000
C23 31.5535 11.5265 0.1722  0.0000
O12 31.3443 11.3025 1.5727  0.0000
C24 30.8524 12.3881 2.3037  0.0000
H50 35.2284 14.8633 4.2313  0.0000
H51 36.0271 15.7976 2.9321  0.0000
H52 36.1910 14.0194 3.0052  0.0000
H53 35.2484 15.4948 0.7012  0.0000
H54 33.5114 14.9798 0.5899  0.0000
H55 35.6819 13.0064 1.1003  0.0000
H56 35.2433 13.3652 -0.5040  0.0000
H57 33.6256 12.1999 1.5985  0.0000
H58 32.7574 12.7370 -1.1065  0.0000
H59 32.0935 13.6180 0.2813  0.0000
H60 31.8735 10.5706 -0.2274  0.0000
H61 30.5920 11.8046 -0.2743  0.0000
H62 31.5510 13.2351 2.3338  0.0000
H63 30.7898 12.0630 3.3463  0.0000
H64 29.8467 12.7520 2.0462  0.0000
C25 28.0791 23.0071 0.6786  -0.0092
O13 28.1873 23.6629 -0.5560  -0.0005
C26 27.0251 23.6241 -1.3663  0.0012
C27 27.3742 24.3882 -2.6356  -0.0003
N12 27.7784 25.8023 -2.4346  0.0000
C28 26.5882 26.6663 -2.3006  0.0000
C29 26.9995 28.1263 -2.3561  0.0000
O14 27.8673 28.4152 -1.2845  0.0000
C30 28.4834 29.6598 -1.5085  0.0000
H65 27.4767 22.0926 0.6733  0.0140
H66 27.9271 23.6440 1.5541  0.0003
H67 29.0744 22.5906 0.8861  -0.0029
H68 26.2114 24.1303 -0.8362  0.0001
H69 26.7848 22.6109 -1.7198  -0.0003
H70 26.4907 24.3759 -3.2875  0.0000
H71 28.1591 23.9036 -3.2217  0.0000
H72 28.0713 25.7528 -1.4543  0.0000
H73 26.0412 26.6539 -1.3425  0.0000
H74 25.8638 26.4014 -3.0719  0.0000
H75 26.1457 28.8155 -2.3953  0.0000
H76 27.4717 28.3265 -3.3289  0.0000
H77 29.0966 29.9003 -0.6361  0.0000
H78 27.7640 30.4774 -1.6153  0.0000
H79 29.1982 29.6502 -2.3378  0.0000
O15 32.0187 21.4119 1.2961  -0.0006
H80 31.5811 21.1232 0.4716  -0.0004
H81 32.6118 22.1237 1.0288  0.0001

***

ORCA calculation (the ωB97M-V functional and the def2-TZVPD basis) on a molecular structure, C42H32CeF5OP2 at a distorted geometry.

Properties
- max |F| (eV/Å) = 1.53
- 2S+1 = 2
- DFT total energy (eV) = -91199.7665
- gap between HOMO and LUMO (alpha / beta) (eV) = 7.66 / 7.69
- highest occupied orbital energy (alpha / beta) (eV) = -13.8 / -13.8
- charge = +2

Each line ends with the Mulliken spin population.
Cartesian coordinates (Å):
C1 -0.2336 2.3676 3.9313  0.0000
C2 0.6728 2.7548 2.9239  0.0001
C3 0.8739 4.1217 2.6609  0.0000
C4 0.2814 5.0798 3.4848  0.0002
C5 -0.5499 4.6871 4.5420  -0.0004
C6 -0.8337 3.3305 4.7426  0.0002
P1 1.4061 1.4593 1.8833  0.0011
C7 2.6390 2.2822 0.7995  -0.0009
C8 2.2898 2.5334 -0.5445  0.0000
C9 3.2697 2.9942 -1.4355  0.0028
C10 4.5057 3.4308 -0.9512  0.0000
C11 4.8123 3.2889 0.4087  -0.0002
C12 3.9014 2.6812 1.2789  0.0001
Ce1 0.0488 0.2788 -0.4699  1.0163
P2 -2.4297 -1.1014 -0.9818  -0.0021
C13 -3.5669 0.1969 -1.5430  -0.0044
C14 -4.8904 0.2638 -1.0637  -0.0005
C15 -5.7524 1.2489 -1.5477  0.0001
C16 -5.2902 2.2044 -2.4632  -0.0003
C17 -3.9453 2.2052 -2.8504  0.0029
C18 -3.0777 1.2176 -2.3848  0.0049
C19 -1.7641 -2.0065 -2.4291  0.0002
C20 -0.8465 -3.0450 -2.1772  -0.0006
C21 -0.1843 -3.6619 -3.2355  -0.0001
C22 -0.4398 -3.2588 -4.5490  -0.0003
C23 -1.3482 -2.2264 -4.8032  0.0003
C24 -2.0196 -1.6036 -3.7517  0.0009
C25 -3.3159 -2.3252 -0.0010  -0.0001
C26 -2.8529 -2.5960 1.3022  -0.0004
C27 -3.5300 -3.5143 2.1003  -0.0002
C28 -4.6636 -4.1738 1.6088  0.0000
C29 -5.0992 -3.9319 0.3016  -0.0001
C30 -4.4239 -3.0173 -0.5123  -0.0002
C31 2.3482 0.3712 3.0032  -0.0018
C32 2.6263 0.7080 4.3398  0.0000
C33 3.2884 -0.2051 5.1684  0.0001
C34 3.6733 -1.4558 4.6738  -0.0002
C35 3.3927 -1.7976 3.3419  0.0005
C36 2.7391 -0.8901 2.5122  0.0010
H1 -0.6569 -3.3645 -1.1471  -0.0001
H2 0.5228 -4.4698 -3.0297  0.0000
H3 0.0706 -3.7606 -5.3741  0.0000
H4 -1.5417 -1.9084 -5.8292  0.0000
H5 -2.7304 -0.7981 -3.9364  -0.0003
H6 -5.2305 -0.4656 -0.3270  -0.0001
H7 -6.7893 1.2744 -1.2083  0.0000
H8 -5.9715 2.9590 -2.8612  0.0000
H9 -3.5669 2.9760 -3.5230  0.0000
H10 -2.0262 1.2247 -2.7043  -0.0012
H11 -1.9700 -2.0696 1.6702  -0.0002
H12 -3.1826 -3.7172 3.1117  0.0000
H13 -5.2075 -4.8697 2.2509  0.0000
H14 -5.9783 -4.4489 -0.0836  0.0000
H15 -4.7562 -2.8311 -1.5346  -0.0001
H16 2.3187 1.6774 4.7314  0.0000
H17 3.4966 0.0658 6.2050  0.0000
H18 4.1839 -2.1697 5.3222  0.0000
H19 3.6783 -2.7756 2.9524  0.0000
H20 2.5094 -1.1610 1.4769  -0.0011
H21 1.2296 2.5315 -0.8929  -0.0010
H22 3.0242 3.0519 -2.4978  0.0002
H23 5.2194 3.9014 -1.6327  0.0000
H24 5.7614 3.6617 0.7936  0.0000
H25 4.1480 2.5473 2.3327  0.0000
H26 1.4950 4.4197 1.8154  0.0000
H27 0.4599 6.1397 3.2944  0.0000
H28 -0.9984 5.4392 5.1928  0.0000
H29 -1.5256 3.0247 5.5290  0.0000
H30 -0.4687 1.3090 4.0545  -0.0001
H31 -1.8432 1.3562 1.3311  0.0007
H32 -1.6441 0.6989 1.6931  -0.0012
F1 4.5083 -1.7296 -5.1714  0.0000
C37 3.7697 -1.6241 -4.0513  -0.0004
C38 2.6769 -0.7587 -3.9992  0.0006
F2 2.2975 0.0055 -5.0448  0.0000
C39 1.9750 -0.6840 -2.8201  -0.0005
F3 0.8683 0.2198 -2.7990  -0.0014
C40 2.2667 -1.4549 -1.6770  -0.0022
O1 1.5011 -1.3892 -0.5913  -0.0101
C41 3.3812 -2.3148 -1.7550  -0.0006
F4 3.7151 -3.0348 -0.6612  -0.0001
C42 4.1117 -2.3842 -2.9263  0.0003
F5 5.1878 -3.1956 -2.9923  0.0000